Entry 1:
{"formula": "C23H16Br2N4O3Pd", "method": "wB97M-V/def2-TZVPD", "species": ["Pd", "O", "C", "C", "C", "C", "C", "C", "C", "O", "N", "N", "C", "C", "C", "C", "C", "C", "N", "H", "H", "H", "H", "H", "H", "H", "H", "H", "H", "C", "C", "C", "C", "C", "C", "Br", "C", "C", "Br", "C", "O", "C", "N", "H", "H", "H", "H", "H", "H"], "xyz": [[0.40964, 0.96100, -0.81385], [3.78724, 0.50430, 3.36225], [4.59704, 0.54410, 2.33985], [5.99034, 0.49110, 2.59635], [6.89914, 0.54240, 1.56775], [6.45924, 0.66140, 0.24395], [5.09804, 0.70500, -0.03425], [4.15034, 0.64080, 0.98445], [2.73394, 0.69560, 0.62585], [2.40854, 0.84430, -0.60285], [1.80024, 0.58580, 1.57895], [0.57654, 0.60000, 1.08885], [-0.55076, 0.61760, 1.76145], [-1.74686, 0.69770, 0.96495], [-3.03706, 0.79030, 1.39025], [-4.18266, 0.80480, 0.46525], [-4.10996, 0.62220, -1.75135], [-2.66756, 0.49850, -2.25685], [-1.47896, 0.63260, -0.42935], [2.84274, 0.55040, 3.08925], [6.30324, 0.40770, 3.62685], [7.95584, 0.48840, 1.77685], [7.17504, 0.71490, -0.56185], [4.75224, 0.78730, -1.05335], [-0.55826, 0.56880, 2.84465], [-3.24236, 0.84530, 2.44855], [-5.11126, 0.91040, 1.02055], [-4.86796, 0.58840, -2.52925], [-2.52286, 0.35700, -3.32245], [0.66564, -3.06860, -1.66035], [-0.65766, -2.46190, -1.36235], [-1.68206, -3.20760, -0.71875], [-2.90046, -2.60820, -0.38095], [-3.08026, -1.28000, -0.63855], [-4.25906, -0.38130, -0.57585], [-5.97346, -1.33590, -0.48645], [-4.14706, 1.81860, -0.77695], [-2.90586, 2.57650, -0.99385], [-2.27136, 3.91800, 0.12015], [-1.90446, 1.67390, -1.58465], [-0.74026, 2.06660, -2.04085], [-1.98546, -0.50580, -1.27975], [-0.80926, -1.19730, -1.65015], [0.56894, -4.10320, -1.97505], [1.28324, -3.05240, -0.76055], [1.17174, -2.49030, -2.43255], [-1.50596, -4.24490, -0.48985], [-3.68536, -3.20650, 0.05775], [-5.04466, 2.43210, -0.79205]], "forces_ev_per_angstrom": [[1.310, -1.002, 2.564], [-1.073, -0.045, 1.235], [1.131, 0.045, -1.414], [-0.786, -0.011, 0.082], [-0.425, 0.026, -0.130], [-0.792, 0.000, -0.354], [1.293, 0.010, -0.245], [-0.739, -0.012, 0.833], [1.109, 0.071, -0.585], [0.175, 0.419, -0.617], [-0.983, -0.321, 1.410], [0.683, 0.050, -0.252], [0.788, -0.051, 0.149], [-0.662, -0.469, 0.651], [0.551, -0.089, 0.082], [0.659, -0.213, 0.680], [-0.189, -0.351, 0.022], [0.260, -0.060, -0.157], [-1.133, 0.055, 0.665], [0.538, -0.049, -0.035], [0.004, 0.003, 0.044], [0.101, 0.025, 0.068], [0.010, -0.012, -0.050], [0.030, 0.027, -0.058], [0.039, 0.090, -0.041], [0.046, 0.073, 0.109], [-0.025, 0.008, -0.181], [0.021, -0.034, 0.064], [0.050, 0.027, -0.005], [0.100, -0.122, -0.211], [0.993, 1.545, -0.798], [-1.305, 0.641, 0.518], [-0.047, -0.741, 0.278], [0.283, 0.827, -0.468], [-1.284, -0.613, -0.058], [0.738, 0.331, -0.012], [-0.154, 1.255, -1.204], [0.458, -0.021, 2.873], [-0.893, -1.039, -1.375], [1.762, 0.826, -2.876], [-2.151, 1.301, -1.517], [-0.184, -0.921, 0.368], [-0.093, -1.013, -0.387], [0.020, -0.138, -0.053], [0.028, -0.016, 0.082], [-0.026, -0.064, 0.082], [-0.020, -0.293, 0.056], [-0.149, -0.008, 0.036], [-0.069, 0.056, 0.131]], "de_lowest_kcal_mol": 148.7, "homo_energy_ev": [-12.65, -12.65], "e_tot_ha": -6605.866381, "charge": 2, "gap_ha": [0.0853, 0.0850]}

---

Entry 2:
{"formula": "C23H16BrCl4F6O5SbTi", "method": "wB97M-V/def2-TZVPD", "species": ["Ti", "Cl", "C", "C", "Cl", "C", "Cl", "C", "O", "C", "O", "C", "Cl", "Br", "C", "C", "C", "C", "C", "C", "C", "O", "O", "H", "H", "H", "H", "F", "Sb", "F", "F", "F", "F", "F", "C", "C", "C", "C", "C", "C", "C", "O", "C", "C", "C", "H", "H", "H", "H", "H", "H", "H", "H", "H", "H", "H", "H"], "xyz": [[2.72543, 0.65026, -0.91647], [4.44125, -1.14819, 5.02600], [3.10131, -0.98549, 3.96592], [1.78987, -0.88242, 4.51894], [1.58952, -0.91415, 6.23009], [0.71078, -0.76404, 3.69672], [-0.88725, -0.62858, 4.30605], [0.85195, -0.74462, 2.24887], [-0.12645, -0.67284, 1.49838], [2.21668, -0.81263, 1.70887], [2.38105, -0.77580, 0.43868], [3.30091, -0.94957, 2.60075], [4.87724, -1.06448, 1.92881], [-0.49575, -4.20291, 0.28987], [0.21633, -3.94487, -1.44984], [-0.06798, -4.85727, -2.45029], [0.45200, -4.64335, -3.72093], [1.23588, -3.53182, -3.97909], [1.50854, -2.62247, -2.96305], [0.99986, -2.82767, -1.68581], [2.34405, -1.41371, -3.28519], [2.80369, -1.23568, -4.38779], [2.51613, -0.58483, -2.28130], [-0.68502, -5.72016, -2.24005], [0.23781, -5.35265, -4.51028], [1.64538, -3.34641, -4.96256], [1.21311, -2.12513, -0.89135], [2.59831, 1.78050, 0.65157], [3.20413, 4.08600, 0.41844], [1.31644, 4.16792, 0.11222], [2.68045, 2.17759, -1.87981], [3.23416, 6.02027, 0.54223], [4.49223, 0.58968, -0.80432], [3.00685, 3.98687, 2.30644], [-5.86195, 1.60932, 0.07388], [-4.36050, 1.55061, 0.01298], [-3.71895, 0.70231, -0.87816], [-2.33360, 0.61725, -0.94550], [-1.71267, -0.37315, -1.88853], [-1.57787, 1.42445, -0.08022], [-0.11906, 1.40519, -0.08299], [0.56705, 0.89369, -0.96678], [-2.20684, 2.26510, 0.85721], [-1.42478, 3.08299, 1.85333], [-3.59133, 2.32181, 0.87684], [-6.31197, 1.15571, -0.80850], [-6.21091, 2.64004, 0.14843], [-6.23169, 1.07410, 0.95136], [-4.31161, 0.07808, -1.53818], [-2.49286, -0.97631, -2.35345], [-1.03228, -1.03111, -1.34814], [-1.12954, 0.11646, -2.66769], [0.39455, 1.90008, 0.74237], [-0.89030, 2.42624, 2.54467], [-2.10382, 3.69868, 2.44168], [-0.68604, 3.73378, 1.38634], [-4.08190, 2.97732, 1.58835]], "forces_ev_per_angstrom": [[0.115, 0.178, -0.055], [-0.008, 0.001, -0.009], [0.020, 0.006, -0.017], [-0.018, -0.005, -0.007], [0.003, 0.003, -0.004], [0.019, 0.002, -0.024], [-0.016, 0.000, 0.002], [-0.065, -0.017, 0.084], [0.018, -0.001, -0.018], [0.073, -0.021, -0.078], [-0.054, -0.017, 0.047], [-0.015, -0.001, 0.076], [-0.001, -0.001, -0.018], [-0.010, -0.027, 0.000], [0.030, 0.081, 0.023], [-0.001, -0.017, -0.014], [-0.014, -0.027, 0.003], [0.003, 0.011, 0.011], [-0.054, -0.056, -0.006], [0.007, -0.006, -0.013], [0.010, 0.101, 0.003], [-0.010, -0.038, 0.005], [-0.035, 0.005, 0.018], [0.000, 0.001, 0.003], [-0.004, 0.001, 0.000], [0.006, 0.013, 0.004], [-0.009, 0.007, 0.001], [-0.001, -0.044, -0.021], [-0.043, -0.028, -0.148], [0.005, -0.008, 0.014], [0.012, -0.051, -0.014], [-0.004, 0.062, -0.022], [0.039, -0.015, 0.004], [-0.025, -0.042, 0.158], [-0.002, 0.008, 0.009], [-0.008, -0.003, 0.000], [0.026, -0.008, -0.015], [-0.055, -0.022, 0.000], [-0.059, 0.021, -0.001], [0.080, 0.079, -0.002], [0.117, -0.107, -0.114], [-0.082, -0.022, 0.125], [-0.011, 0.028, 0.002], [0.001, -0.038, 0.047], [0.022, -0.006, -0.014], [0.001, 0.001, -0.002], [-0.003, -0.002, 0.000], [0.002, 0.001, 0.001], [-0.004, 0.004, 0.003], [0.015, -0.007, -0.008], [0.020, -0.003, -0.011], [0.023, -0.002, 0.009], [-0.042, 0.009, 0.010], [0.003, 0.022, 0.011], [0.000, 0.003, -0.005], [-0.015, -0.003, -0.036], [-0.004, 0.000, 0.000]], "de_lowest_kcal_mol": 2.2, "homo_energy_ev": [-5.73, -6.54], "multiplicity": 2, "e_tot_ha": -7366.454007, "charge": -1, "gap_ha": [0.2868, 0.2534]}